C38H30Cl2N5O11Pb | ωB97M-V/def2-TZVPD

## Properties
Relative energy (zero: lowest compared OMol25 entry of this formula, charge and spin), kJ/mol: 541.3
HOMO energy (spin up / spin down), eV: -5.224 / -4.966
E_tot, Eh: -3680.2774
Total charge: -1
Gap between HOMO and LUMO (spin up / spin down), eV: 5.35 / 5.10

Positions of all 87 atoms, in Å:
Pb  13.07  15.38  11.28
C  3.43  14.42  17.49
C  4.52  15.26  18.05
N  4.50  16.57  18.17
N  4.26  17.86  17.94
C  3.68  17.87  16.59
O  3.15  16.86  16.07
C  4.14  19.08  15.81
C  4.78  18.56  14.70
C  5.39  19.32  13.72
C  5.33  20.71  14.00
C  4.72  21.30  15.10
C  4.20  20.48  16.10
C  5.59  14.57  18.83
C  5.57  13.78  19.96
C  6.70  13.36  20.51
C  7.94  13.70  19.86
C  7.86  14.27  18.57
N  6.78  14.78  18.15
H  2.69  15.08  16.97
H  2.90  13.63  18.10
H  3.84  13.89  16.62
H  4.99  17.47  14.69
H  5.76  18.89  12.78
H  5.96  21.36  13.31
H  4.74  22.35  15.25
H  3.67  20.90  16.96
H  4.59  13.48  20.31
H  6.66  12.68  21.34
H  8.93  13.78  20.39
H  8.67  14.24  17.86
Cl  15.55  21.83  12.79
C  15.45  20.12  12.90
C  14.48  19.39  13.62
C  14.42  18.06  13.38
Cl  12.86  17.30  13.79
C  15.32  17.35  12.56
O  15.14  16.18  12.13
C  16.50  18.18  12.13
C  17.56  17.39  11.46
O  17.43  16.16  11.47
C  16.48  19.49  12.15
H  13.79  19.93  14.29
H  18.34  17.84  10.84
H  17.28  20.14  11.80
H  5.53  6.08  6.16
C  14.30  6.26  11.72
C  14.11  7.83  11.45
C  13.35  8.26  10.38
C  12.85  9.55  10.04
C  11.95  9.73  9.03
C  13.42  10.63  10.79
C  14.15  10.20  11.98
C  14.91  11.21  12.86
C  14.47  8.87  12.31
C  13.46  12.00  10.14
O  13.92  12.96  10.89
O  13.29  12.20  8.95
H  14.41  5.81  10.76
H  13.46  5.77  12.23
H  15.25  5.99  12.23
H  13.02  7.53  9.61
H  5.52  5.47  5.82
H  12.09  10.66  8.45
H  11.36  8.92  8.58
H  15.84  11.58  12.37
H  15.24  10.55  13.66
H  14.27  11.97  13.26
H  14.97  8.64  13.24
O  11.87  16.75  9.69
C  12.52  17.85  9.78
O  13.39  18.03  10.69
C  11.93  18.85  8.77
C  10.67  18.59  8.15
C  10.13  19.52  7.23
C  10.60  20.84  7.28
C  11.85  21.06  7.93
C  12.61  20.06  8.58
N  12.05  22.41  8.34
O  13.08  22.58  8.96
O  11.29  23.33  7.97
N  9.04  19.18  6.41
O  8.62  20.20  5.79
O  8.50  18.02  6.26
H  10.10  17.70  8.31
H  10.09  21.70  6.86
H  13.63  20.20  9.07